Record 1
Formula: C41H44ClFeN6O2PS2
Source: the Open Molecules 2025 dataset
Level of theory: ωB97M-V/def2-TZVPD

Structure (ORCA input):
```
! RIJCOSX wB97M-V def2-TZVPD def2/J DEFGRID3
* xyz 0 5
Fe -0.941 -0.787 -1.029
S -3.324 -1.429 -1.363
C -3.179 -1.433 0.344
N -2.012 -1.508 0.933
C -2.120 -1.363 2.302
C -1.061 -1.385 3.205
C -1.318 -1.195 4.551
C -2.622 -0.991 5.011
C -3.687 -0.987 4.125
C -3.428 -1.172 2.773
S -4.531 -1.196 1.430
H -0.063 -1.572 2.839
H -0.501 -1.229 5.262
H -2.805 -0.851 6.068
H -4.699 -0.841 4.479
C 3.203 3.659 2.101
O 1.940 3.267 2.623
C 1.388 4.036 3.584
C 1.897 5.253 4.025
C 1.245 5.955 5.031
C 0.087 5.464 5.610
C -0.436 4.261 5.156
C 0.199 3.558 4.151
N -0.342 2.325 3.686
C -0.788 2.058 2.465
C -1.132 2.901 1.417
C -1.236 4.328 1.468
C -1.893 5.003 0.494
C -2.520 4.285 -0.566
C -2.424 2.936 -0.679
C -1.629 2.187 0.253
O -1.384 0.962 0.109
H 3.529 2.838 1.470
H 3.927 3.809 2.904
H 3.113 4.568 1.502
H 2.797 5.658 3.587
H 1.656 6.900 5.362
H -0.413 6.014 6.394
H -1.355 3.864 5.568
H -0.276 1.534 4.309
H -0.977 1.003 2.291
H -0.810 4.871 2.299
H -1.974 6.080 0.531
H -3.092 4.837 -1.302
H -2.912 2.393 -1.478
Cl 0.723 3.099 -2.754
C 1.359 1.852 -1.640
H 0.897 2.030 -0.674
H 2.427 2.029 -1.562
C 2.594 -0.121 -3.264
P 1.154 0.065 -2.117
C 2.350 -0.358 -0.514
C 3.481 -1.182 -0.548
C 4.127 -1.610 0.607
C 3.686 -1.185 1.850
C 2.572 -0.360 1.917
C 1.897 0.006 0.759
C -0.102 0.229 -3.642
C -1.384 0.706 -3.358
C -2.456 0.541 -4.225
C -2.276 -0.131 -5.424
C -1.015 -0.619 -5.738
C 0.048 -0.442 -4.862
H 2.748 -1.135 -3.628
H 3.497 0.199 -2.750
H 2.420 0.534 -4.116
H 3.888 -1.512 -1.497
H 4.991 -2.260 0.532
H 4.199 -1.489 2.753
H 2.243 0.001 2.885
H 1.003 0.623 0.850
H -1.545 1.253 -2.433
H -3.433 0.930 -3.960
H -3.106 -0.273 -6.105
H -0.858 -1.142 -6.674
H 1.012 -0.842 -5.154
C 1.166 -3.294 -2.526
N 1.375 -4.716 -2.786
C 1.112 -5.456 -1.547
N -0.248 -5.235 -1.051
C -0.417 -3.803 -0.816
N -0.194 -3.004 -2.043
C -1.138 -3.482 -3.081
N -0.978 -4.910 -3.348
C 0.396 -5.147 -3.787
C -1.193 -5.638 -2.096
H 1.325 -2.740 -3.453
H 1.885 -2.955 -1.776
H 1.825 -5.136 -0.784
H 1.254 -6.522 -1.737
H 0.304 -3.478 -0.060
H -1.426 -3.612 -0.450
H -0.951 -2.918 -3.997
H -2.155 -3.291 -2.749
H 0.572 -4.598 -4.715
H 0.533 -6.214 -3.978
H -1.078 -6.708 -2.282
H -2.208 -5.447 -1.745
*
```

Values from the calculation:
<S²> = 6.012
orbital gap (alpha / beta) = 5.63 / 5.92 eV
HOMO level (alpha / beta) = -0.22783 / -0.23917 Eh

These are the Mulliken partial charges, in e, on atoms 1 to 2:
1 Fe 1.069
2 S -0.503

Record 2
Formula: C41H45N4O4Se2Tl
Source: the Open Molecules 2025 dataset
Level of theory: ωB97M-V/def2-TZVPD

Structure (ORCA input):
```
! RIJCOSX wB97M-V def2-TZVPD def2/J DEFGRID3
* xyz 0 1
Tl -0.213 -0.167 0.111
O 3.640 -2.285 -0.409
C 2.699 -1.526 -0.235
O 1.467 -1.745 -0.484
C 3.011 -0.127 0.301
C 4.304 0.300 0.558
C 4.496 1.608 0.982
C 3.404 2.453 1.118
C 2.149 1.957 0.804
N 1.986 0.698 0.439
C 0.901 2.838 0.817
O 1.009 3.967 1.290
O -0.143 2.295 0.339
H 5.123 -0.389 0.416
H 5.492 1.978 1.186
H 3.488 3.482 1.435
C 2.794 5.332 -2.570
Se 2.641 3.456 -3.060
C 0.677 3.408 -3.163
C 0.187 2.201 -3.927
Se 0.053 0.438 -3.040
C 1.869 -0.186 -3.369
H 2.399 5.481 -1.570
H 2.244 5.927 -3.296
H 3.849 5.590 -2.602
H 0.406 4.309 -3.716
H 0.271 3.466 -2.155
H 0.807 2.038 -4.808
H -0.834 2.379 -4.264
H 2.001 -0.344 -4.436
H 1.983 -1.126 -2.835
H 2.582 0.545 -2.997
C 0.363 1.060 4.743
C 0.332 0.967 3.348
N -0.008 -0.130 2.702
C -0.349 -1.224 3.414
C -0.357 -1.222 4.823
C 0.015 -0.038 5.482
C -0.756 -2.392 5.541
C -1.132 -3.509 4.885
C -1.122 -3.556 3.457
C -1.487 -4.712 2.747
C -1.413 -4.708 1.381
C -0.995 -3.539 0.732
N -0.687 -2.433 1.372
C -0.727 -2.427 2.714
H 0.645 1.991 5.213
H 0.574 1.834 2.754
H 0.009 -0.014 6.565
H -0.751 -2.361 6.623
H -1.445 -4.394 5.427
H -1.816 -5.585 3.297
H -1.670 -5.582 0.800
H -0.927 -3.514 -0.345
C -5.253 -2.862 -3.756
C -3.889 -2.592 -3.174
C -2.760 -3.210 -3.690
C -1.514 -2.936 -3.137
C -0.263 -3.565 -3.689
C -1.426 -2.055 -2.077
C -2.543 -1.414 -1.499
C -3.780 -1.707 -2.109
N -2.403 -0.657 -0.355
C -3.419 0.271 0.144
C -3.926 1.260 -0.922
C -4.988 2.184 -0.321
C -6.144 1.352 0.244
C -5.631 0.432 1.357
C -5.017 1.277 2.472
C -3.849 2.072 1.889
C -4.354 3.016 0.796
C -2.826 1.106 1.286
C -4.582 -0.526 0.785
H -5.208 -3.630 -4.527
H -5.662 -1.954 -4.203
H -5.948 -3.189 -2.981
H -2.844 -3.899 -4.523
H -0.478 -4.541 -4.124
H 0.497 -3.682 -2.915
H 0.158 -2.932 -4.475
H -0.439 -1.877 -1.659
H -4.696 -1.284 -1.727
H -4.330 0.740 -1.790
H -3.066 1.848 -1.263
H -5.372 2.847 -1.103
H -6.597 0.752 -0.553
H -6.917 2.016 0.643
H -6.463 -0.156 1.758
H -4.663 0.631 3.282
H -5.770 1.954 2.887
H -3.361 2.654 2.676
H -3.514 3.593 0.397
H -5.083 3.719 1.208
H -2.459 0.424 2.062
H -1.995 1.697 0.902
H -5.058 -1.188 0.064
H -4.162 -1.155 1.576
*
```

Values from the calculation:
orbital gap = 6.64 eV
HOMO level = -0.26382 Eh

These are the Mulliken partial charges, in e, on atoms 1 to 2:
1 Tl 2.137
2 O -0.777

Record 3
Formula: C41H45NOsP2
Source: the Open Molecules 2025 dataset
Level of theory: ωB97M-V/def2-TZVPD

Structure (ORCA input):
```
! RIJCOSX wB97M-V def2-TZVPD def2/J DEFGRID3
* xyz 2 5
Os -0.332 0.677 -2.114
C -1.876 1.013 -3.271
C -1.531 -0.408 -3.251
C -0.772 -1.020 -4.408
C 0.594 -0.340 -4.633
C 1.079 0.452 -3.439
C 0.741 1.859 -3.267
C -0.124 2.563 -4.273
C -1.512 1.889 -4.446
C 1.876 0.313 2.283
H -2.808 1.279 -2.770
H -2.243 -1.073 -2.754
H -1.375 -1.010 -5.328
H -0.606 -2.084 -4.180
H 1.332 -1.130 -4.835
H 0.568 0.302 -5.520
H 2.062 0.160 -3.071
H 1.512 2.468 -2.785
H 0.392 2.650 -5.240
H -0.291 3.588 -3.922
H -2.261 2.692 -4.512
H -1.556 1.319 -5.384
H 0.831 0.631 2.171
H 2.469 1.106 2.765
H 1.896 -0.580 2.924
P -1.422 -1.198 0.849
P 2.554 -0.072 0.686
C -0.071 -1.010 -0.570
C 1.341 -0.733 -0.493
C -2.613 -2.570 0.824
C -2.390 -3.643 -0.062
C -3.127 -4.819 0.073
C -4.082 -4.949 1.090
C -4.382 -3.854 1.915
C -3.674 -2.660 1.764
C -2.522 0.137 0.301
C -1.928 1.392 0.029
C -2.719 2.540 0.019
C -4.110 2.428 0.045
C -4.706 1.170 0.084
C -3.924 0.024 0.166
C 4.022 -1.096 0.960
C 3.843 -2.449 1.317
C 4.934 -3.213 1.734
C 6.219 -2.656 1.768
C 6.408 -1.330 1.361
C 5.318 -0.546 0.973
C 3.105 1.486 -0.079
C 2.557 2.710 0.336
C 2.975 3.902 -0.257
C 3.917 3.882 -1.289
C 4.404 2.662 -1.759
C 3.999 1.463 -1.167
H -0.301 -1.816 -1.294
H 1.905 -1.230 -1.306
H -1.632 -3.526 -0.840
H -2.951 -5.649 -0.619
H -4.598 -5.899 1.244
H -5.161 -3.936 2.682
H -3.955 -1.789 2.369
H -0.824 1.494 -0.104
H -2.240 3.520 -0.002
H -4.729 3.324 0.020
H -5.794 1.068 0.070
H -4.396 -0.958 0.132
H 2.844 -2.886 1.273
H 4.783 -4.252 2.033
H 7.071 -3.259 2.092
H 7.411 -0.903 1.346
H 5.473 0.495 0.687
H 1.825 2.732 1.149
H 2.563 4.847 0.098
H 4.261 4.820 -1.729
H 5.117 2.636 -2.587
H 4.409 0.516 -1.529
C -1.617 2.921 3.257
C -1.718 1.511 3.667
C -2.549 0.985 4.704
C -2.260 -0.391 4.775
C -1.268 -0.645 3.782
C -0.624 -1.949 3.538
N -0.995 0.507 3.109
H -2.583 3.289 2.887
H -0.871 3.035 2.463
H -1.325 3.548 4.110
H -3.242 1.570 5.298
H -2.670 -1.168 5.418
H 0.132 -2.144 4.313
H -1.373 -2.751 3.575
H -0.109 -1.982 2.557
*
```

Values from the calculation:
<S²> = 6.046
orbital gap (alpha / beta) = 6.87 / 4.73 eV
HOMO level (alpha / beta) = -0.44864 / -0.47513 Eh

These are the Mulliken partial charges, in e, on atoms 1 to 2:
1 Os -0.502
2 C -0.406

Record 4
Formula: C41H45O6SiV
Source: the Open Molecules 2025 dataset
Level of theory: ωB97M-V/def2-TZVPD

Structure (ORCA input):
```
! RIJCOSX wB97M-V def2-TZVPD def2/J DEFGRID3
* xyz -1 2
C 0.301 -0.246 -7.452
C -0.025 -0.869 -6.092
C -0.067 1.260 -7.343
C -1.009 1.370 -6.120
H -0.582 1.557 -8.267
H 0.842 1.867 -7.234
C -1.230 -0.066 -5.589
H 0.842 -0.701 -5.435
H -0.207 -1.949 -6.178
C -1.306 0.044 -4.081
H -2.147 -0.505 -6.005
H -1.974 1.804 -6.433
C -0.524 2.166 -4.849
C 1.714 -0.561 -7.914
C -0.466 -0.926 -8.590
O -0.984 -0.351 -9.533
O 2.641 -0.854 -7.173
O 1.826 -0.552 -9.254
O -0.460 -2.268 -8.478
C -0.982 -2.951 -9.621
H -0.774 -4.005 -9.447
H -0.480 -2.605 -10.529
H -2.061 -2.783 -9.710
C 3.143 -0.840 -9.710
H 3.876 -0.172 -9.244
H 3.112 -0.693 -10.787
H 3.420 -1.876 -9.482
O -0.711 1.272 -3.648
H -0.751 -0.752 -3.574
H -2.359 0.026 -3.752
C -1.404 3.394 -4.636
C 0.947 2.570 -4.866
H 1.149 3.274 -5.685
H 1.609 1.699 -4.972
H 1.187 3.077 -3.922
H -1.133 3.890 -3.697
H -2.465 3.115 -4.599
H -1.271 4.110 -5.459
V -0.212 0.130 0.518
C -2.577 -0.013 0.816
C -2.224 0.069 -0.573
C -1.457 -1.104 -0.884
H -2.498 0.857 -1.271
C -1.287 -1.872 0.316
C -2.031 -1.224 1.349
H -2.213 -1.635 2.341
H -3.196 0.703 1.351
H -1.117 -1.386 -1.871
H -0.755 -2.819 0.404
C 1.963 1.099 0.234
C 2.057 -0.012 1.142
C 1.627 -1.197 0.452
H 2.480 0.022 2.141
C 1.297 -0.810 -0.899
C 1.477 0.609 -1.023
H 1.364 1.182 -1.938
H 2.301 2.112 0.428
H 1.643 -2.207 0.852
H 1.047 -1.486 -1.712
O -0.342 0.947 2.249
Si -0.139 1.492 3.745
C -1.510 1.100 4.970
C -2.586 0.283 4.618
C -3.488 -0.167 5.590
C -3.380 0.282 6.912
C -2.347 1.164 7.257
C -1.406 1.554 6.294
C 1.345 0.671 4.551
C 1.327 -0.728 4.659
C 2.324 -1.394 5.381
C 3.376 -0.672 5.961
C 3.418 0.718 5.819
C 2.393 1.388 5.135
C 0.028 3.342 3.781
C -1.029 4.142 4.233
C -0.873 5.530 4.349
C 0.343 6.128 3.999
C 1.380 5.339 3.487
C 1.215 3.954 3.355
H -2.727 -0.006 3.575
H -4.276 -0.869 5.306
H -4.098 -0.052 7.664
H -2.271 1.546 8.277
H -0.589 2.221 6.588
H 0.514 -1.304 4.205
H 2.276 -2.479 5.490
H 4.158 -1.194 6.516
H 4.243 1.291 6.247
H 2.404 2.476 5.074
H -1.974 3.678 4.528
H -1.698 6.138 4.724
H 0.474 7.207 4.110
H 2.327 5.797 3.199
H 2.032 3.346 2.956
*
```

Values from the calculation:
<S²> = 0.991
orbital gap (alpha / beta) = 4.40 / 3.70 eV
HOMO level (alpha / beta) = -0.08843 / -0.06243 Eh

These are the Mulliken partial charges, in e, on atoms 1 to 2:
1 C 3.110
2 C -1.742

Record 5
Formula: C41H46AuN3P
Source: the Open Molecules 2025 dataset
Level of theory: ωB97M-V/def2-TZVPD

Structure (ORCA input):
```
! RIJCOSX wB97M-V def2-TZVPD def2/J DEFGRID3
* xyz -1 3
Au 0.857 -0.299 -0.284
N -0.232 -2.218 1.903
N 0.666 -2.412 -1.545
C 2.176 1.454 -0.755
C 3.051 0.321 -0.443
C 2.780 -0.088 0.929
C 3.433 -1.197 1.675
H 3.990 -1.865 1.007
H 2.715 -1.806 2.242
H 4.152 -0.762 2.386
C 1.736 0.776 1.457
C 1.193 0.675 2.818
H 1.724 1.321 3.517
H 1.207 -0.349 3.209
H 0.121 1.025 2.843
C 1.370 1.736 0.426
C 0.373 2.828 0.556
H -0.444 2.566 1.241
H -0.072 3.102 -0.410
H 0.878 3.719 0.956
C 4.041 -0.304 -1.359
H 5.032 -0.320 -0.883
H 4.129 0.274 -2.285
H 3.793 -1.342 -1.636
C 2.161 2.220 -2.030
H 1.143 2.419 -2.398
H 2.696 1.699 -2.833
H 2.656 3.191 -1.872
C -1.153 -2.677 2.772
H -1.371 -2.037 3.631
C -1.792 -3.903 2.643
H -2.516 -4.223 3.390
C -1.480 -4.684 1.530
H -1.957 -5.649 1.374
C -0.545 -4.212 0.609
H -0.287 -4.783 -0.282
C 0.047 -2.964 0.829
C 1.007 -2.412 -0.144
H 2.041 -2.684 0.039
C 0.685 -1.155 -2.044
C 0.436 -3.282 -2.607
H 0.354 -4.344 -2.449
C 0.335 -2.534 -3.710
H 0.146 -2.779 -4.734
N 0.512 -1.186 -3.342
C 0.564 -0.046 -4.237
C 1.780 0.246 -4.873
C 1.824 1.371 -5.721
H 2.766 1.621 -6.213
C 0.696 2.171 -5.933
C 0.753 3.364 -6.863
H 0.714 4.312 -6.306
H -0.096 3.362 -7.557
H 1.673 3.360 -7.460
C -0.496 1.844 -5.276
H -1.386 2.459 -5.424
C -0.585 0.733 -4.419
C -1.868 0.417 -3.698
H -2.300 -0.547 -4.010
H -2.621 1.201 -3.882
H -1.709 0.354 -2.612
C 3.015 -0.587 -4.654
H 3.163 -1.328 -5.455
H 2.972 -1.144 -3.711
H 3.918 0.049 -4.635
C -2.097 -0.217 0.200
P -1.651 0.015 1.950
C -3.281 0.623 2.293
C -3.778 0.399 3.595
C -4.922 0.987 4.108
C -5.709 1.795 3.293
C -5.320 1.988 1.965
C -4.139 1.443 1.461
C -0.906 -0.069 4.279
C -1.131 1.131 4.931
C -0.581 1.357 6.219
C 0.210 0.414 6.863
C 0.468 -0.780 6.206
C -0.059 -0.984 4.918
H -2.033 0.769 -0.302
H -3.108 -0.643 0.124
H -1.411 -0.895 -0.307
H -3.240 -0.213 4.314
H -5.186 0.840 5.158
H -6.601 2.255 3.711
H -5.965 2.611 1.334
H -3.874 1.688 0.424
H -1.687 1.971 4.491
H -0.729 2.309 6.737
H 0.665 0.578 7.841
H 1.124 -1.528 6.664
H 0.371 -1.915 4.530
*
```

Values from the calculation:
<S²> = 2.019
orbital gap (alpha / beta) = 4.35 / 4.55 eV
HOMO level (alpha / beta) = -0.07713 / -0.08446 Eh

These are the Mulliken partial charges, in e, on atoms 1 to 2:
1 Au 2.389
2 N 0.661

no.,E_tot (eV),molar mass (g/mol)
1,-134134.5016,839.25
2,-192786.0629,1020.14
3,-65760.6468,804.00
4,-89100.0082,712.84
5,-60706.4752,808.78